Below is a molecular structure, CBiNO4S2 in a non-equilibrium geometry, with properties calculated with the ωB97M-V functional and the def2-TZVPD basis.

Summary:
total charge	+2
frontier orbital gap (spin up / spin down)	7.592 / 7.592	eV

Last column: natural (NBO) charge in e.
Atoms and positions in Å:
Bi 0.94382 0.96559 1.16864  2.3027
N -1.00728 -1.89829 0.61966  -0.8230
S -1.43527 -1.07533 1.86154  1.3852
O -0.62006 0.21059 2.07365  -1.0619
S 0.08065 -1.81963 -0.53201  1.2042
O 0.83651 -0.38960 -0.42145  -1.0524
O 0.60535 1.92902 -0.61140  -0.7182
C 0.49178 1.13152 -1.53252  1.0598
O 0.10450 0.94612 -2.62611  -0.2964